# C5H9MgO3Pm

A molecular structure, C5H9MgO3Pm (ωB97M-V/def2-TZVPD, the Open Molecules 2025 dataset).

Geometry as XYZ:
```
19
Properties=species:S:1:pos:R:3:forces:R:3
O 2.741201 0.336086 -0.223549 -0.8 0.9 -0.5
Mg 3.729749 1.957424 0.518422 1.9 -0.1 0.2
C 2.435874 -2.028142 -0.232352 -0.4 -0.6 0.1
C 2.095751 -0.756789 0.044771 0.4 -0.6 -1.0
O 0.836506 -0.423865 0.561746 0.0 0.7 1.6
C -0.318068 -1.129993 0.116229 -0.1 -0.6 -0.1
C -1.491649 -0.209580 0.349433 -0.3 -0.6 0.3
O -1.164739 1.060786 -0.209991 -0.5 -0.1 -0.3
C -2.281151 1.934107 -0.342142 -0.6 0.1 0.0
Pm 0.943885 2.035345 0.277012 -0.4 0.4 -0.1
H 2.573875 -2.331923 -1.267009 1.5 0.2 0.4
H 2.320653 -2.789806 0.536226 -1.1 -0.1 -0.5
H -0.443057 -2.059953 0.686436 0.0 0.2 -0.2
H -0.217845 -1.372174 -0.950997 0.1 0.0 0.3
H -1.699834 -0.087119 1.423785 0.0 0.0 -0.2
H -2.385796 -0.618407 -0.142476 0.2 0.1 0.1
H -1.905987 2.896028 -0.707903 -0.1 -0.1 0.0
H -2.992726 1.516965 -1.067666 0.2 0.2 0.2
H -2.776641 2.071001 0.630021 0.1 0.0 -0.3
```
Forces are in eV/Å.

Values from the calculation:
Calculated total energy in Ha: -1229.73243
LUMO energy (spin up / spin down) in eV: -3.94 / -3.90
Charge: +1
Multiplicity: 6
Relative energy (zero: lowest compared OMol25 entry of this formula, charge and spin) in kJ/mol: 29.7

Atomic partial charges in e from the Löwdin method, atoms 1 to 6: atom 1 (O): -0.454, atom 2 (Mg): 0.642, atom 3 (C): 0.046, atom 4 (C): -0.595, atom 5 (O): -0.224, atom 6 (C): -0.137